A single C5H7NOS molecule, computed with ωB97M-V with the def2-TZVPD basis set.

Cartesian coordinates (Å):
S  2.468  -1.285  -0.118
C  1.922  0.447  -0.119
C  0.684  0.709  0.765
C  -0.557  0.008  0.326
C  -1.631  0.450  -0.478
C  -2.508  -0.578  -0.391
O  -2.004  -1.588  0.335
N  -0.776  -1.169  0.780
H  1.632  -1.635  -1.131
H  1.674  0.799  -1.114
H  2.781  1.024  0.270
H  0.605  1.778  0.867
H  0.966  0.309  1.762
H  -1.724  1.406  -0.979
H  -3.534  -0.674  -0.777

Atomic forces in eV per Å
-0.40 0.12 -0.83
-0.10 0.31 0.49
1.45 -1.00 0.82
0.46 1.08 -0.05
-0.46 0.23 -0.13
-0.99 0.21 -0.73
-0.23 0.90 -0.42
0.39 -1.71 1.15
0.34 -0.16 0.48
0.41 -0.10 -0.37
-0.49 -0.15 -0.25
-0.56 0.47 -0.06
-0.45 0.30 -0.44
-0.15 -0.30 0.10
0.77 -0.20 0.24

As for the molar mass: 129.18 g/mol. Its structure (SMILES) is SCCc1ccon1. For the LUMO energy, the calculation gives 0.80 eV. The calculation puts the frontier orbital gap at 9.76 eV. The value obtained for the energy relative to the best compared isomer or geometry (same formula, charge and spin) is 46.2 kcal/mol. As for the HOMO energy: -9.0 eV. Its charge is 0.